{"formula": "C34H39N11O6", "method": "wB97M-V/def2-TZVPD", "species": ["C", "C", "N", "H", "H", "H", "C", "C", "N", "H", "H", "H", "C", "C", "N", "H", "H", "H", "C", "C", "N", "H", "H", "H", "C", "C", "N", "H", "H", "H", "C", "C", "N", "H", "H", "H", "C", "C", "N", "H", "H", "H", "C", "C", "N", "H", "H", "H", "C", "C", "C", "C", "C", "C", "N", "O", "O", "H", "H", "H", "H", "H", "C", "C", "C", "C", "C", "C", "N", "O", "O", "H", "H", "H", "H", "H", "C", "C", "C", "C", "C", "C", "N", "O", "O", "H", "H", "H", "H", "H"], "xyz": [[-1.469707, 3.035505, -0.851197], [-2.756467, 3.326865, -0.245857], [-3.755627, 3.629645, 0.323693], [-0.829237, 3.913285, -0.765147], [-1.673157, 2.896165, -1.912937], [-0.998197, 2.093235, -0.572087], [-0.033947, -5.721595, 0.219603], [0.405183, -4.438895, -0.397677], [0.732523, -3.400455, -0.814137], [0.296043, -5.873265, 1.247323], [0.444583, -6.533485, -0.328067], [-1.112317, -5.612555, 0.335053], [1.969053, 2.058985, 3.037693], [0.598053, 2.075415, 3.575603], [-0.461827, 2.045945, 4.050113], [2.366263, 3.071905, 2.972023], [2.048533, 1.512805, 2.097763], [2.531833, 1.493805, 3.780623], [1.337683, 2.127165, -1.883967], [1.521803, 3.565505, -2.046547], [1.649413, 4.684185, -2.162427], [0.255983, 2.024745, -1.797197], [1.708623, 1.925385, -0.879077], [1.859423, 1.479935, -2.588927], [-1.591317, -2.027505, -1.696647], [-0.564057, -1.113245, -1.987887], [0.345493, -0.408135, -2.281527], [-1.431477, -2.554855, -0.756187], [-1.681037, -2.740945, -2.515827], [-2.507827, -1.493785, -1.445167], [-0.898087, 3.799965, 2.374383], [0.023763, 3.325845, 1.312663], [0.812743, 3.006275, 0.579703], [-0.246307, 4.279275, 3.104833], [-1.466327, 2.969325, 2.793013], [-1.564847, 4.499595, 1.870353], [2.241663, -1.534455, -2.666177], [3.480803, -2.170005, -3.226927], [4.460793, -2.612475, -3.637687], [2.354663, -1.482785, -1.583287], [1.350973, -2.110875, -2.916227], [2.160203, -0.524685, -3.068457], [-3.473747, 0.614695, 1.062253], [-4.827427, 0.264125, 0.664403], [-5.889907, 0.073975, 0.200253], [-3.636347, 1.345805, 1.854173], [-3.106037, 1.145505, 0.184113], [-2.862597, -0.153355, 1.536263], [-2.809407, -3.170165, 0.571073], [-2.730227, -4.019515, -0.511517], [-3.918487, -4.500185, -1.104827], [-5.179507, -4.135795, -0.668367], [-5.280257, -3.477975, 0.611693], [-4.072617, -2.963605, 1.216733], [-6.375737, -4.482505, -1.457207], [-7.454147, -4.091095, -1.050397], [-6.210447, -5.201365, -2.399007], [-1.884017, -2.771565, 0.959873], [-1.764747, -4.313095, -0.896307], [-3.917677, -5.014555, -2.054467], [-6.232147, -3.145115, 0.998353], [-4.060697, -2.368395, 2.117833], [3.161583, 4.416045, -0.284187], [3.505443, 4.206275, 1.057293], [4.263973, 3.118975, 1.496093], [4.614793, 2.131045, 0.568453], [4.402323, 2.428185, -0.814077], [3.644813, 3.580395, -1.216827], [5.413153, 0.969855, 0.929883], [5.027163, -0.060465, 0.432393], [6.189573, 1.128655, 1.836963], [2.600353, 5.242455, -0.694637], [3.078193, 4.925665, 1.740183], [4.646073, 3.158565, 2.505463], [4.709673, 1.727605, -1.576397], [3.373803, 3.684065, -2.257127], [2.852873, -0.646615, -0.189887], [2.024033, -1.767565, 0.015683], [0.749383, -1.698565, 0.436423], [0.287883, -0.417165, 0.738793], [1.145773, 0.742095, 0.659303], [2.382143, 0.543605, 0.163173], [-1.134127, -0.200585, 1.084593], [-1.614867, 0.919385, 0.980223], [-1.786697, -1.268725, 1.185453], [3.884183, -0.715075, -0.503117], [2.302343, -2.788875, -0.198507], [0.144443, -2.591785, 0.487523], [0.818923, 1.751155, 0.862703], [3.084693, 1.358785, 0.072033]], "atomic_forces_ev_per_a": [[-0.94, 0.18, -1.91], [-3.69, 1.32, 2.69], [3.79, -1.06, -2.32], [-0.09, -0.29, -0.13], [-0.09, 0.24, -0.33], [-0.52, 0.60, 0.45], [0.66, 0.99, 0.33], [0.93, 0.05, -0.15], [-1.93, -6.69, -3.11], [0.45, 0.59, 0.07], [-0.88, -0.16, -0.30], [-0.02, -0.96, -0.57], [-0.17, -0.07, 1.45], [-0.66, -1.10, 1.09], [2.27, -1.05, 0.18], [-0.22, -0.26, 0.03], [0.03, 0.50, 0.74], [0.33, 0.09, 0.05], [-0.05, 1.24, 0.34], [-2.15, -2.17, -1.37], [-2.10, 2.26, -1.63], [0.55, -0.73, -0.74], [-0.16, 0.32, -1.44], [-0.42, 0.45, -0.22], [-0.87, -0.09, 0.54], [4.28, 3.89, -1.69], [-5.93, -1.55, 1.66], [0.85, 0.77, -1.13], [-0.32, 0.08, 0.10], [-0.32, 0.02, -0.69], [-0.27, 0.73, -2.17], [-2.70, 2.63, 3.62], [1.74, 4.46, -1.55], [-0.54, 0.15, 0.06], [-0.05, 0.68, -0.41], [-0.02, 0.34, 0.24], [2.34, -1.39, -2.20], [-0.57, 0.27, 0.31], [-0.17, 0.02, 0.09], [-0.27, -0.25, -2.25], [0.81, -0.08, -0.29], [0.41, -0.50, -0.14], [-5.37, 0.22, 0.78], [-3.61, -1.01, -1.29], [2.52, 0.27, 1.20], [0.24, 0.48, -0.17], [-1.02, -0.61, -0.08], [-3.51, 0.08, -0.50], [-2.05, -2.63, 1.10], [-2.35, -1.39, 0.05], [0.25, 0.44, -0.97], [0.95, 1.08, 2.93], [1.71, 1.09, -1.00], [-0.05, -1.14, -2.09], [-0.29, 0.13, 1.68], [0.35, 0.16, -0.11], [0.15, -0.57, -1.29], [-0.73, -1.56, 0.12], [-0.57, -0.04, -0.33], [0.35, -0.34, 0.00], [-0.11, -0.30, 0.04], [-0.46, -0.02, 0.04], [1.09, 1.07, 2.07], [-0.26, 0.18, -0.61], [0.32, 0.45, -0.60], [1.43, 3.39, -2.09], [-0.39, 0.99, 0.63], [3.66, -3.69, -0.08], [-1.46, 1.57, 1.26], [2.93, -0.27, 0.49], [0.76, -0.63, 0.08], [0.17, 0.24, 1.15], [0.40, 0.04, 0.46], [-0.18, -0.61, 0.15], [0.17, -0.17, 0.04], [1.58, 0.03, 0.29], [-0.40, -3.04, 1.17], [2.27, 0.00, 1.76], [-1.29, 2.93, 2.72], [0.90, 2.29, 0.62], [-3.48, -5.33, 0.36], [0.88, 1.08, 0.54], [2.80, -0.67, -2.16], [7.65, 0.20, 1.83], [2.04, 3.25, 1.57], [-1.30, -0.78, -0.85], [1.29, 0.74, 0.09], [0.00, 1.70, 1.35], [-0.02, -3.28, 0.22], [-1.31, -0.49, 0.16]], "e_above_lowest_kj_mol": 1914.60, "homo_lumo_gap_ev": 7.53}